Below is a cluster of 3 separate species, C12H28BFN2O10S in total, with properties calculated with wB97M-V/def2-TZVPD.

```
! RIJCOSX wB97M-V def2-TZVPD def2/J DEFGRID3
* xyz 0 1
C 1.585 -2.015 4.625
O 0.268 -1.555 4.924
B -0.717 -1.507 4.002
O -0.911 -2.458 3.033
N -1.717 -0.402 4.039
C -3.047 -0.905 4.538
C -3.919 -1.356 3.371
C -5.040 -2.354 3.734
N -4.788 -3.329 4.793
S -1.238 0.966 4.778
O -2.227 1.967 4.594
O 0.130 1.222 4.507
F -1.328 0.576 6.302
H 2.264 -1.176 4.762
H 1.652 -2.380 3.599
H 1.853 -2.815 5.314
H -0.745 -3.358 3.322
H -3.526 -0.075 5.054
H -2.876 -1.704 5.260
H -4.382 -0.464 2.944
H -3.283 -1.773 2.592
H -5.947 -1.812 4.007
H -5.287 -2.919 2.833
H -3.896 -3.793 4.666
H -4.762 -2.889 5.704
C -0.382 1.651 0.658
C 0.570 0.642 1.261
O 0.923 -0.398 0.330
C 1.838 -0.065 -0.576
O 2.417 0.990 -0.652
O 2.038 -1.114 -1.374
C 3.013 -0.895 -2.400
H -1.262 1.147 0.255
H -0.704 2.352 1.429
H 0.100 2.210 -0.143
H 0.087 0.127 2.086
H 1.472 1.119 1.640
H 3.959 -0.569 -1.973
H 2.662 -0.144 -3.107
H 3.134 -1.850 -2.902
C 2.877 2.138 -9.030
C 2.611 0.947 -8.137
O 2.870 1.249 -6.752
C 1.915 1.942 -6.133
O 0.867 2.293 -6.613
O 2.311 2.169 -4.882
C 1.391 2.931 -4.088
H 3.894 2.504 -8.884
H 2.760 1.847 -10.074
H 2.179 2.945 -8.816
H 3.291 0.127 -8.361
H 1.587 0.591 -8.239
H 0.401 2.481 -4.113
H 1.335 3.954 -4.456
H 1.796 2.910 -3.080
*
```

SMILES: COB(O)N(CCCN)S(=O)(=O)F.CCOC(=O)OC.CCOC(=O)OC
E_HOMO: -0.3562 Ha

=====

Below is a cluster of 3 separate species, C12H28BNO10 in total, with properties calculated with wB97M-V/def2-TZVPD.

```
! RIJCOSX wB97M-V def2-TZVPD def2/J DEFGRID3
* xyz 0 1
N -3.300 3.865 4.857
C -3.171 4.101 3.452
O -3.341 5.202 2.965
C -2.746 2.937 2.572
C -1.252 3.130 2.307
O -0.651 1.831 2.119
C 0.673 1.888 2.117
O 1.341 2.870 1.829
O 1.219 0.736 2.443
B 2.639 0.914 2.475
O 3.368 0.593 1.365
O 3.234 1.276 3.650
H -2.547 3.248 5.140
H -4.142 3.334 5.042
H -3.293 3.016 1.648
H -2.924 1.989 3.049
H -0.810 3.585 3.180
H -1.135 3.774 1.454
H 3.575 1.415 0.919
H 3.231 2.219 3.804
C -2.306 -1.742 -1.604
O -2.534 -0.393 -1.234
C -1.342 0.310 -0.921
C -0.896 1.197 -2.061
O -0.503 0.444 -3.197
C -1.495 0.394 -4.207
H -3.232 -2.128 -2.029
H -1.513 -1.827 -2.350
H -2.044 -2.342 -0.727
H -0.544 -0.387 -0.646
H -1.555 0.937 -0.052
H -0.022 1.773 -1.738
H -1.689 1.905 -2.323
H -1.563 1.356 -4.726
H -2.473 0.130 -3.799
H -1.194 -0.369 -4.923
C 1.451 -5.025 -1.387
O 0.982 -3.873 -0.714
C 1.945 -3.300 0.158
C 2.614 -2.089 -0.450
O 3.404 -2.438 -1.578
C 2.766 -2.163 -2.812
H 0.740 -5.259 -2.178
H 2.434 -4.859 -1.835
H 1.505 -5.878 -0.701
H 2.695 -4.044 0.444
H 1.414 -2.990 1.064
H 3.282 -1.646 0.290
H 1.868 -1.337 -0.720
H 2.755 -1.085 -3.006
H 1.742 -2.543 -2.831
H 3.340 -2.653 -3.596
*
```

SMILES: NC(=O)CCOC(=O)OB(O)O.COCCOC.COCCOC
E_HOMO: -0.3341 Ha

=====

Below is a structure of composition C12H28BrGaNO4, with properties calculated with wB97M-V/def2-TZVPD.

```
! RIJCOSX wB97M-V def2-TZVPD def2/J DEFGRID3
* xyz -1 1
C 1.273 1.446 -0.841
C 1.321 2.753 -1.765
C 1.314 4.137 -0.968
C -0.098 4.865 -0.896
N -0.679 5.203 -2.232
Ga -2.046 3.948 -2.815
C -2.256 2.286 -1.584
C -3.716 2.143 -0.915
O -3.975 1.115 -0.279
Br -5.139 3.516 -1.016
H 0.212 1.071 -0.651
H 1.752 1.621 0.175
H 1.818 0.616 -1.416
H 2.326 2.707 -2.319
H 0.525 2.658 -2.566
H 1.641 3.901 0.104
H 2.102 4.813 -1.452
H 0.089 5.873 -0.370
H -0.860 4.329 -0.220
H -1.131 6.120 -2.098
H -3.449 4.690 -3.140
H -1.551 3.361 -4.252
H -1.537 2.273 -0.699
H -2.008 1.342 -2.187
C -1.894 -1.272 1.280
O -0.984 -2.353 1.163
C -0.344 -2.369 -0.108
C 0.814 -3.357 -0.103
O 2.010 -2.806 0.448
C 2.037 -2.704 1.870
C 2.281 -4.043 2.554
O 1.061 -4.766 2.679
C 1.278 -6.097 3.100
H -2.663 -1.327 0.504
H -2.375 -1.336 2.257
H -1.362 -0.318 1.216
H 0.025 -1.366 -0.353
H -1.085 -2.678 -0.855
H 1.060 -3.593 -1.143
H 0.548 -4.295 0.388
H 1.140 -2.210 2.248
H 2.886 -2.052 2.095
H 2.674 -3.869 3.564
H 3.004 -4.630 1.976
H 1.859 -6.644 2.349
H 0.308 -6.582 3.208
H 1.795 -6.118 4.065
*
```

E_HOMO: -0.1577 Ha

=====

Below is a structure of composition C12H28Cl4N4O4Zr, with properties calculated with wB97M-V/def2-TZVPD.

```
! RIJCOSX wB97M-V def2-TZVPD def2/J DEFGRID3
* xyz 0 1
Zr 0.185 0.212 0.069
Cl -0.143 -3.464 -1.755
Cl -0.037 2.666 3.200
Cl 4.136 0.509 -0.217
Cl -3.406 1.448 -1.571
C 2.462 -0.221 -6.237
C 1.181 0.536 -6.024
O 0.824 0.732 -4.821
N 0.419 0.863 -7.126
C -0.807 1.634 -7.146
H 3.336 0.269 -5.808
H 2.602 -0.460 -7.291
H 2.452 -1.060 -5.541
H 0.768 0.636 -8.046
H -1.580 1.335 -6.439
H -1.210 1.655 -8.159
H -0.535 2.630 -6.798
C 1.982 -2.271 5.809
C 1.963 -3.183 4.564
O 1.622 -2.714 3.435
N 2.336 -4.484 4.821
C 2.492 -5.341 3.614
H 2.526 -1.358 5.569
H 2.570 -2.662 6.639
H 1.036 -1.884 6.187
H 2.705 -4.874 5.677
H 1.518 -5.567 3.181
H 2.893 -6.323 3.864
H 3.204 -4.853 2.948
C -4.726 -2.288 4.600
C -4.411 -2.746 3.176
O -3.468 -2.170 2.540
N -5.015 -3.737 2.661
C -6.215 -4.461 3.190
H -4.394 -1.254 4.685
H -4.257 -2.916 5.358
H -5.813 -2.319 4.680
H -4.540 -4.122 1.858
H -6.466 -5.221 2.450
H -7.132 -3.885 3.319
H -5.987 -4.847 4.183
C 0.746 6.883 -0.403
C 1.543 5.928 -1.247
O 1.149 4.771 -1.407
N 2.495 6.400 -1.932
C 3.467 5.784 -2.838
H 0.321 7.658 -1.041
H 1.386 7.370 0.333
H -0.095 6.436 0.127
H 2.662 7.395 -1.900
H 4.422 5.742 -2.316
H 3.608 6.463 -3.680
H 3.225 4.733 -2.995
*
```

Energy relative to the best compared isomer or geometry (same formula, charge and spin): 23.6880 eV
E_HOMO: -0.3421 Ha

=====

Below is a structure of composition C12H28ClN4O4, with properties calculated with wB97M-V/def2-TZVPD.

```
! RIJCOSX wB97M-V def2-TZVPD def2/J DEFGRID3
* xyz -1 1
Cl -0.572 0.117 -0.741
C -3.186 -0.084 -3.077
C -3.801 0.587 -1.888
O -4.965 0.898 -1.970
N -2.998 0.773 -0.834
C -3.356 1.270 0.516
H -3.764 -0.117 -4.000
H -2.959 -1.148 -3.005
H -2.253 0.440 -3.288
H -2.015 0.566 -0.939
H -3.720 0.398 1.059
H -4.077 2.042 0.246
H -2.515 1.748 1.018
C -1.662 0.831 2.438
C -0.944 -0.545 2.479
O -1.098 -1.249 3.537
N -0.130 -0.831 1.475
C 0.758 -2.010 1.371
H -2.474 0.784 3.163
H -2.066 1.054 1.451
H -1.033 1.556 2.955
H -0.512 -0.523 0.593
H 1.796 -1.677 1.361
H 0.586 -2.511 0.419
H 0.400 -2.680 2.153
C 2.954 -0.676 0.283
C 2.714 -1.743 -0.769
O 3.537 -2.562 -1.014
N 1.459 -1.710 -1.166
C 0.810 -2.853 -1.785
H 2.206 0.095 0.469
H 3.661 -0.051 -0.263
H 3.290 -0.926 1.289
H 0.922 -0.921 -0.836
H 1.114 -3.192 -2.775
H -0.249 -2.610 -1.870
H 0.988 -3.719 -1.147
C 0.809 1.856 1.780
C 1.953 2.099 0.858
O 2.918 2.702 1.267
N 1.888 1.596 -0.368
C 3.005 1.676 -1.304
H 0.007 1.315 1.278
H 0.381 2.668 2.366
H 1.155 1.242 2.612
H 1.096 0.997 -0.556
H 3.912 1.212 -0.915
H 3.264 2.660 -1.695
H 2.768 1.158 -2.233
*
```

Energy relative to the best compared isomer or geometry (same formula, charge and spin): 10.6183 eV
E_HOMO: -0.2206 Ha

=====

Below is a structure of composition C12H28N4O22S5, with properties calculated with wB97M-V/def2-TZVPD.

```
! RIJCOSX wB97M-V def2-TZVPD def2/J DEFGRID3
* xyz 0 1
C 0.295 -1.003 2.656
O 0.720 0.101 2.364
N 0.688 -2.176 2.044
N -0.551 -1.214 3.728
H 0.298 -3.042 2.365
H 1.479 -2.123 1.427
H -0.727 -0.406 4.294
H -0.592 -2.144 4.101
C -0.044 4.147 -1.889
O 0.580 3.910 -2.912
N -1.081 3.346 -1.480
N 0.171 5.273 -1.141
H -1.498 3.419 -0.573
H -1.218 2.555 -2.084
H 0.925 5.865 -1.433
H -0.362 5.488 -0.321
C -0.223 -1.553 -1.520
C 0.718 -1.162 -2.690
O 1.291 0.094 -2.345
S 1.263 0.285 -0.760
O 1.117 1.655 -0.487
O 2.295 -0.460 -0.126
O -0.122 -0.467 -0.593
H 0.198 -2.443 -1.044
H -1.269 -1.751 -1.718
H 0.151 -1.099 -3.617
H 1.518 -1.888 -2.823
C -5.529 -1.015 -3.417
C -4.330 -1.969 -3.185
O -3.158 -1.161 -3.273
S -3.532 0.387 -3.109
O -2.660 1.138 -3.920
O -3.683 0.702 -1.732
O -4.959 0.258 -3.790
H -6.105 -0.852 -2.506
H -6.194 -1.299 -4.225
H -4.282 -2.699 -3.988
H -4.417 -2.425 -2.202
C 3.626 -5.000 2.124
C 4.548 -3.846 1.772
O 4.392 -3.698 0.330
S 3.191 -4.578 -0.236
O 3.700 -5.761 -0.830
O 2.316 -3.772 -1.005
O 2.538 -4.812 1.196
H 3.224 -4.975 3.131
H 4.068 -5.981 1.946
H 5.609 -4.038 1.904
H 4.265 -2.897 2.224
C -2.636 0.673 1.965
C -3.480 1.606 1.112
O -4.680 0.848 0.884
S -5.037 0.030 2.202
O -5.469 -1.263 1.822
O -5.829 0.823 3.066
O -3.562 -0.037 2.793
H -1.872 1.172 2.553
H -2.128 -0.044 1.315
H -3.026 1.818 0.151
H -3.775 2.516 1.642
C 3.900 3.357 -0.251
C 4.266 2.299 0.772
O 4.497 3.003 1.991
S 3.577 4.314 2.049
O 4.402 5.376 2.487
O 2.359 4.062 2.726
O 3.262 4.407 0.499
H 3.218 2.993 -1.016
H 4.759 3.803 -0.755
H 5.142 1.753 0.428
H 3.463 1.578 0.931
*
```

Energy relative to the best compared isomer or geometry (same formula, charge and spin): 0.0000 eV
E_HOMO: -0.3475 Ha

=====

Below is a structure of composition C12H28NO10Sr, with properties calculated with wB97M-V/def2-TZVPD.

```
! RIJCOSX wB97M-V def2-TZVPD def2/J DEFGRID3
* xyz -1 1
Sr -7.902 -13.045 -14.635
C -9.363 -17.502 -15.018
C -8.284 -16.964 -14.090
O -7.645 -17.790 -13.428
O -8.107 -15.703 -14.127
H -9.312 -18.582 -15.137
H -9.246 -17.009 -15.989
H -10.374 -17.184 -14.734
C -4.976 -14.953 -17.748
C -5.724 -14.165 -16.668
O -5.568 -14.511 -15.489
O -6.645 -13.370 -17.041
H -4.231 -14.284 -18.199
H -5.620 -15.144 -18.611
H -4.583 -15.872 -17.330
C -5.388 -12.362 -10.836
C -5.469 -13.462 -11.896
O -6.627 -13.588 -12.414
O -4.453 -14.120 -12.142
H -4.359 -12.132 -10.516
H -5.825 -12.537 -9.846
H -5.770 -11.410 -11.217
C -7.480 -9.667 -12.531
O -8.224 -10.882 -12.718
C -9.571 -10.726 -12.352
C -10.194 -12.090 -12.539
N -10.289 -12.541 -13.960
C -11.032 -13.815 -14.006
C -11.026 -14.348 -15.445
O -9.732 -14.425 -15.998
C -9.799 -14.736 -17.376
H -7.488 -9.499 -11.450
H -7.961 -8.855 -13.085
H -6.468 -9.837 -12.884
H -10.107 -9.918 -12.875
H -9.608 -10.464 -11.284
H -11.211 -12.116 -12.124
H -9.626 -12.840 -11.985
H -10.925 -11.878 -14.403
H -12.083 -13.775 -13.690
H -10.580 -14.518 -13.302
H -11.679 -13.685 -16.039
H -11.498 -15.336 -15.503
H -8.800 -14.631 -17.802
H -10.506 -14.067 -17.880
H -10.062 -15.791 -17.520
O -8.945 -10.972 -15.955
H -8.474 -10.227 -16.348
H -9.814 -10.625 -15.731
O -5.972 -11.380 -15.017
H -6.104 -10.435 -15.151
H -5.051 -11.547 -15.258
*
```

Energy relative to the best compared isomer or geometry (same formula, charge and spin): 0.0000 eV
E_HOMO: -0.1499 Ha

=====

Below is a cluster of 3 separate species, C12H28O10S in total, with properties calculated with wB97M-V/def2-TZVPD.

```
! RIJCOSX wB97M-V def2-TZVPD def2/J DEFGRID3
* xyz 0 1
O -0.160 -4.198 1.989
S -0.742 -3.102 1.313
O -1.653 -3.305 0.238
O 0.391 -2.109 0.841
C -0.068 -0.733 0.916
O 1.003 0.067 1.200
C -1.147 -0.738 2.036
C -2.423 0.030 1.742
C -3.390 -0.555 0.698
O -4.634 -0.927 1.277
O -1.390 -2.119 2.378
H -0.430 -0.407 -0.059
H 1.387 -0.184 2.055
H -0.677 -0.263 2.901
H -2.975 0.098 2.683
H -2.141 1.053 1.480
H -2.955 -1.406 0.176
H -3.631 0.208 -0.040
H -4.501 -1.734 1.788
C 5.024 3.216 0.941
O 4.747 3.865 2.169
C 3.375 3.868 2.515
C 3.043 2.798 3.532
O 3.240 1.493 3.013
C 4.459 0.895 3.421
H 6.102 3.075 0.886
H 4.531 2.243 0.877
H 4.706 3.833 0.094
H 2.753 3.736 1.623
H 3.144 4.846 2.947
H 1.987 2.890 3.807
H 3.641 2.943 4.437
H 4.405 0.568 4.465
H 5.300 1.581 3.304
H 4.621 0.024 2.788
C -1.188 -1.823 -2.530
O -1.646 -0.572 -3.021
C -1.236 -0.289 -4.347
C -2.329 -0.579 -5.353
O -2.651 -1.956 -5.410
C -3.812 -2.303 -4.678
H -1.744 -2.041 -1.625
H -1.349 -2.628 -3.250
H -0.119 -1.772 -2.287
H -0.337 -0.863 -4.599
H -0.984 0.774 -4.397
H -1.981 -0.280 -6.347
H -3.218 0.014 -5.114
H -4.715 -1.962 -5.195
H -3.796 -1.881 -3.671
H -3.837 -3.389 -4.607
*
```

SMILES: O=S1(=O)O[C@H](O)[C@@H](CCO)O1.COCCOC.COCCOC
E_HOMO: -0.3404 Ha

=====

Below is a structure of composition C12H29BrNO3PTa, with properties calculated with wB97M-V/def2-TZVPD.

```
! RIJCOSX wB97M-V def2-TZVPD def2/J DEFGRID3
* xyz -1 1
C 5.189 -0.301 1.169
O 4.362 0.816 0.750
C 3.422 0.282 -0.213
C 2.518 1.367 -0.962
C 2.287 2.739 -0.206
C 0.843 3.057 0.382
C -0.329 2.029 0.126
C -1.441 2.078 1.307
C -2.643 1.025 1.024
C -2.076 -0.464 1.161
Ta -2.783 -1.914 -0.559
N -4.788 -1.013 -0.602
C -2.180 -0.486 -2.237
C -0.758 -0.488 -2.862
O 0.070 -1.375 -3.035
Br -0.188 1.304 -3.648
P -0.483 -3.074 -0.327
C -0.482 -4.203 1.231
O 0.778 -1.934 -0.015
H 4.765 -1.279 0.763
H 5.243 -0.396 2.302
H 6.215 -0.157 0.684
H 4.046 -0.237 -1.033
H 2.774 -0.490 0.311
H 3.088 1.617 -1.934
H 1.590 0.816 -1.315
H 3.032 2.936 0.648
H 2.524 3.580 -0.959
H 0.931 3.224 1.519
H 0.499 4.079 -0.024
H -0.043 0.935 0.033
H -0.904 2.343 -0.821
H -0.934 1.698 2.263
H -1.838 3.129 1.493
H -3.388 1.198 1.887
H -3.222 1.249 0.073
H -2.556 -0.916 2.106
H -0.953 -0.507 1.329
H -3.332 -3.141 -1.873
H -3.407 -3.084 0.722
H -4.917 -0.368 0.192
H -4.843 -0.406 -1.443
H -2.932 -0.629 -3.103
H -2.388 0.589 -1.873
H -0.992 -3.699 2.112
H -0.924 -5.223 0.968
H 0.618 -4.372 1.536
H 0.924 -1.937 0.955
*
```

E_HOMO: -0.1472 Ha

=====

| no. | strongest force on any atom (hartree/bohr) | energy (eV) | Kohn-Sham gap (eV) |
| --- | --- | --- | --- |
| 1 | 0.0231 | -50585.667 | 9.78 |
| 2 | 0.0259 | -35540.376 | 9.30 |
| 3 | 0.0907 | -144994.511 | 6.72 |
| 4 | 0.1332 | -78405.444 | 3.32 |
| 5 | 0.1145 | -39566.866 | 8.91 |
| 6 | 0.0297 | -118077.355 | 9.45 |
| 7 | 0.0723 | -35702.820 | 5.34 |
| 8 | 0.0097 | -44204.888 | 9.68 |
| 9 | 0.0811 | -101424.938 | 6.60 |